Entry 1:
{
  "formula": "C30H24N9O2SSeTi",
  "method": "ωB97M-V/def2-TZVPD",
  "elements": ["Ti", "C", "N", "C", "C", "C", "C", "C", "N", "C", "C", "C", "C", "C", "C", "H", "H", "H", "H", "H", "H", "H", "H", "H", "H", "H", "Se", "N", "C", "C", "C", "C", "C", "N", "C", "C", "N", "C", "C", "C", "C", "C", "N", "H", "H", "H", "H", "H", "H", "S", "C", "C", "C", "C", "C", "N", "H", "H", "H", "H", "N", "N", "C", "O", "O", "H", "H", "H"],
  "xyz": [[1.054, 0.064, 0.204], [-2.179, 1.449, 1.424], [-0.730, 1.481, 1.374], [-0.124, 2.379, 2.050], [1.305, 2.359, 2.167], [2.150, 3.227, 2.835], [3.441, 2.677, 2.710], [3.295, 1.508, 1.978], [2.002, 1.296, 1.636], [-2.858, 2.585, 0.686], [-4.165, 2.936, 1.014], [-4.831, 3.936, 0.320], [-4.193, 4.607, -0.715], [-2.885, 4.273, -1.040], [-2.220, 3.274, -0.342], [-2.553, 1.423, 2.454], [-2.480, 0.502, 0.967], [-0.665, 3.159, 2.598], [1.860, 4.136, 3.340], [4.364, 3.070, 3.108], [4.052, 0.791, 1.698], [-4.665, 2.415, 1.824], [-5.847, 4.195, 0.592], [-4.707, 5.390, -1.258], [-2.369, 4.792, -1.838], [-1.195, 3.033, -0.583], [-2.813, -6.720, 0.021], [-2.590, -5.445, 1.310], [-1.820, -4.522, 0.757], [-1.370, -3.339, 1.452], [-1.656, -3.122, 2.812], [-1.152, -2.025, 3.457], [-0.361, -1.116, 2.730], [-0.098, -1.277, 1.454], [-0.575, -2.377, 0.802], [-0.213, -2.551, -0.563], [0.509, -1.557, -1.161], [0.898, -1.709, -2.405], [0.591, -2.859, -3.160], [-0.139, -3.855, -2.574], [-0.574, -3.730, -1.241], [-1.392, -4.733, -0.606], [-1.794, -5.840, -1.212], [-2.265, -3.856, 3.326], [-1.336, -1.844, 4.507], [0.080, -0.244, 3.196], [1.469, -0.897, -2.840], [0.942, -2.932, -4.180], [-0.402, -4.758, -3.111], [2.848, -1.997, 1.136], [3.648, -1.248, -0.185], [4.887, -1.630, -0.748], [5.429, -0.897, -1.771], [4.757, 0.227, -2.268], [3.542, 0.539, -1.708], [3.005, -0.187, -0.714], [5.385, -2.499, -0.341], [6.383, -1.191, -2.194], [5.158, 0.835, -3.067], [2.941, 1.376, -2.044], [-1.708, 0.154, -1.695], [-0.963, 0.870, -2.620], [0.199, 1.553, -2.331], [0.718, 2.231, -3.207], [0.705, 1.403, -1.135], [-1.796, -0.815, -1.979], [-2.618, 0.574, -1.561], [-1.319, 1.056, -3.544]],
  "atomic_forces_ev_per_a": [[0.5209, 0.2927, 0.7403], [-0.0366, -0.0389, -0.2947], [0.2393, -0.1783, -0.1142], [0.2549, 0.0759, 0.1030], [-0.4396, -0.1356, -0.0424], [0.2741, 0.0247, 0.0674], [-0.1324, 0.1208, 0.0584], [-0.0696, -0.2013, -0.1598], [0.0571, 0.3918, 0.2701], [-0.0422, -0.0141, -0.0175], [-0.0245, -0.0076, -0.0544], [0.0080, -0.0318, 0.0304], [0.0517, -0.0162, -0.0075], [-0.0133, 0.0041, 0.0135], [0.0083, -0.0121, 0.0291], [0.0943, 0.0464, 0.0504], [-0.0816, 0.0053, 0.0085], [-0.0406, -0.0157, -0.0159], [0.0112, -0.0064, 0.0107], [0.0008, -0.0043, -0.0005], [0.0161, 0.0164, -0.0042], [-0.0152, 0.0100, -0.0015], [-0.0021, 0.0033, -0.0020], [-0.0100, -0.0014, 0.0042], [-0.0134, 0.0046, -0.0001], [0.0606, -0.0398, -0.0228], [0.0474, 0.0788, 0.0044], [-0.0310, -0.1282, -0.1053], [0.1856, 0.1823, -0.2008], [-0.0711, -0.2332, 0.2524], [-0.0855, -0.1483, -0.0599], [0.1664, 0.2295, -0.0794], [-0.0396, -0.0925, 0.1283], [-0.3833, -0.3796, -0.1373], [-0.0054, 0.1446, -0.0817], [0.0497, 0.0713, 0.1299], [-0.0896, -0.6344, 0.2953], [0.0037, -0.0613, -0.1933], [0.0888, 0.2685, 0.1143], [-0.1059, -0.1978, 0.0142], [-0.1730, -0.0840, -0.3037], [0.0546, 0.2478, 0.2074], [-0.0976, -0.0986, 0.1007], [0.0103, 0.0073, 0.0009], [-0.0101, -0.0218, 0.0022], [-0.0343, -0.0027, 0.0284], [0.0167, -0.0268, 0.0127], [-0.0111, -0.0107, -0.0074], [-0.0040, 0.0124, 0.0044], [-0.0999, 0.2250, -0.3167], [0.1035, 0.1096, -0.1850], [-0.0719, -0.1276, 0.2483], [0.0607, 0.0607, -0.0999], [0.0149, -0.0549, 0.0428], [-0.0911, -0.0842, 0.0885], [0.0068, 0.2331, -0.2617], [0.0226, 0.0106, -0.0197], [-0.0042, 0.0089, -0.0046], [0.0299, -0.0221, -0.0027], [0.0281, 0.0149, -0.0300], [-0.0105, 0.0698, 0.1470], [-0.0226, 0.1481, -0.2202], [0.5745, -0.0167, 0.3448], [-0.1454, 0.0239, -0.0892], [-0.3639, -0.0216, -0.4656], [-0.0491, 0.0250, 0.0300], [-0.0697, 0.0335, -0.0056], [-0.0709, -0.0510, 0.0244]],
  "nbo_charge": [1.66, -0.26, -0.50, 0.17, -0.02, -0.25, -0.34, -0.01, -0.63, -0.04, -0.21, -0.22, -0.23, -0.22, -0.17, 0.19, 0.22, 0.17, 0.20, 0.21, 0.21, 0.20, 0.21, 0.21, 0.22, 0.23, 0.69, -0.72, 0.17, -0.06, -0.13, -0.29, 0.08, -0.51, 0.11, 0.21, -0.53, 0.08, -0.29, -0.11, -0.13, 0.08, -0.70, 0.23, 0.22, 0.22, 0.21, 0.22, 0.23, -0.26, 0.09, -0.29, -0.16, -0.30, 0.05, -0.60, 0.22, 0.21, 0.21, 0.24, -0.63, -0.50, 0.89, -0.69, -0.84, 0.36, 0.36, 0.38],
  "energy_ha": -5450.2375,
  "charge": -1,
  "s_squared": 2.0363,
  "e_homo_ev": [-2.6, -5.0],
  "multiplicity": 3
}

=====

Entry 2:
{
  "formula": "C30H25BrN4O6PtSe",
  "method": "ωB97M-V/def2-TZVPD",
  "elements": ["Pt", "Br", "C", "C", "C", "C", "C", "N", "C", "O", "O", "H", "H", "H", "C", "N", "C", "Se", "N", "C", "C", "C", "C", "C", "C", "H", "H", "H", "H", "H", "H", "H", "H", "C", "C", "C", "C", "C", "C", "C", "C", "N", "H", "H", "H", "H", "H", "H", "H", "H", "H", "O", "C", "O", "C", "C", "C", "C", "O", "C", "O", "C", "C", "H", "H", "H", "H", "H"],
  "xyz": [[0.416, -0.190, -0.130], [2.267, 1.273, 2.764], [0.898, -0.002, 2.925], [0.655, -0.428, 4.233], [-0.362, -1.323, 4.484], [-1.145, -1.739, 3.418], [-0.851, -1.285, 2.152], [0.203, -0.460, 1.879], [-1.814, -1.665, 1.012], [-2.808, -2.329, 1.331], [-1.524, -1.202, -0.123], [1.280, -0.035, 5.020], [-0.551, -1.673, 5.492], [-1.995, -2.396, 3.516], [-4.540, 0.846, 1.197], [-3.977, 0.909, -0.130], [-2.787, 1.494, -0.452], [-1.762, 2.561, 0.599], [-2.531, 1.177, -1.754], [-3.543, 0.375, -2.252], [-3.796, -0.144, -3.508], [-4.957, -0.893, -3.676], [-5.847, -1.098, -2.625], [-5.612, -0.545, -1.371], [-4.456, 0.195, -1.211], [-3.992, 1.553, 1.818], [-4.428, -0.166, 1.592], [-5.595, 1.126, 1.167], [-1.569, 1.173, -2.084], [-3.123, 0.023, -4.335], [-5.166, -1.323, -4.647], [-6.737, -1.693, -2.786], [-6.293, -0.704, -0.546], [3.651, 3.052, -0.638], [4.218, 1.720, -0.239], [5.571, 1.558, -0.061], [6.144, 0.328, 0.281], [5.265, -0.747, 0.424], [3.898, -0.651, 0.257], [3.069, -1.892, 0.440], [3.274, 0.617, -0.082], [2.010, 0.943, -0.155], [4.425, 3.826, -0.608], [2.815, 3.337, 0.005], [3.228, 3.007, -1.649], [6.215, 2.427, -0.200], [7.213, 0.211, 0.412], [5.674, -1.726, 0.676], [3.712, -2.777, 0.436], [2.327, -2.003, -0.356], [2.511, -1.892, 1.387], [2.325, -0.925, -2.794], [1.207, -0.502, -3.016], [0.278, -0.163, -2.190], [0.761, -0.390, -4.464], [1.675, 0.015, -5.428], [1.319, 0.117, -6.777], [0.029, -0.229, -7.102], [-0.572, -0.230, -8.349], [-1.894, -0.709, -8.137], [-2.081, -0.955, -6.752], [-0.869, -0.657, -6.149], [-0.542, -0.745, -4.821], [2.681, 0.245, -5.104], [2.021, 0.447, -7.530], [-2.033, -1.643, -8.694], [-2.612, 0.049, -8.470], [-1.230, -1.093, -4.067]],
  "atomic_forces_ev_per_a": [[0.0907, -0.1552, -0.0703], [-0.0291, -0.0127, 0.0771], [-0.0319, -0.0933, 0.1350], [-0.1154, -0.0748, -0.0165], [0.0815, 0.0517, -0.0575], [0.1058, 0.0708, 0.0367], [-0.0183, 0.0311, -0.1009], [-0.1806, 0.0320, 0.1338], [0.0374, 0.1220, 0.1129], [-0.0307, 0.0227, -0.0387], [0.0784, -0.0086, -0.0103], [-0.0093, -0.0013, 0.0004], [-0.0028, 0.0096, 0.0113], [-0.0047, -0.0003, 0.0029], [-0.0066, 0.0742, -0.0065], [0.1095, -0.1171, 0.0755], [0.0447, 0.0999, -0.0005], [-0.0754, 0.0655, 0.1009], [0.0390, -0.0505, 0.1345], [-0.0280, -0.0453, -0.0436], [0.0216, -0.0431, -0.0085], [-0.0093, 0.0175, 0.0232], [0.0160, 0.0241, -0.0074], [0.0120, -0.0338, 0.0014], [-0.0809, 0.0228, -0.0681], [0.0007, -0.0361, -0.0039], [0.0086, -0.0189, 0.0168], [-0.0095, -0.0156, -0.0059], [0.0288, 0.0217, -0.0617], [0.0437, 0.0071, -0.0224], [0.0048, -0.0088, -0.0088], [0.0021, -0.0103, 0.0006], [-0.0119, 0.0026, 0.0082], [0.0190, -0.0189, 0.0202], [-0.0156, 0.0658, -0.0365], [0.0701, -0.0030, 0.0344], [-0.0496, 0.0245, 0.0050], [0.0467, -0.0113, -0.0519], [-0.0362, -0.1259, -0.0744], [-0.0515, -0.0220, -0.0018], [0.0890, 0.0018, 0.2178], [-0.2617, 0.0012, -0.6021], [0.0149, 0.0205, -0.0257], [0.0037, 0.0096, 0.0355], [-0.0371, -0.0035, 0.0001], [0.0036, 0.0238, 0.0024], [0.0343, -0.0049, 0.0047], [-0.0045, -0.0205, 0.0050], [0.0224, -0.0120, 0.0383], [0.0670, 0.0080, 0.0005], [0.0091, -0.0148, -0.0150], [0.0675, -0.0183, 0.0549], [-0.0526, -0.0979, 0.0486], [-0.0079, 0.2043, 0.0403], [0.0989, 0.0386, -0.0427], [-0.0543, 0.0043, -0.0424], [-0.0457, -0.0121, 0.0444], [0.0636, 0.0146, 0.0076], [-0.0272, 0.0042, -0.0154], [-0.0237, 0.0001, -0.0351], [0.0033, 0.0074, -0.0015], [0.0004, -0.0112, -0.0008], [0.0027, -0.0006, -0.0066], [0.0143, 0.0038, 0.0070], [0.0083, 0.0037, -0.0197], [-0.0046, 0.0193, 0.0072], [0.0143, -0.0215, -0.0066], [-0.0619, -0.0067, 0.0646]],
  "nbo_charge": [0.85, 0.15, 0.15, -0.27, -0.18, -0.24, 0.11, -0.44, 0.75, -0.73, -0.73, 0.22, 0.20, 0.25, -0.43, -0.40, 0.29, -0.25, -0.59, 0.20, -0.24, -0.23, -0.23, -0.24, 0.13, 0.25, 0.23, 0.18, 0.47, 0.22, 0.20, 0.20, 0.21, -0.62, -0.11, -0.21, -0.41, -0.20, -0.15, -0.62, 0.17, -0.83, 0.17, 0.22, 0.20, 0.16, 0.17, 0.17, 0.18, 0.23, 0.17, -0.64, 0.78, -0.77, -0.10, -0.18, -0.27, 0.20, -0.50, 0.24, -0.51, 0.27, -0.27, 0.24, 0.21, 0.14, 0.14, 0.25],
  "energy_ha": -6923.4975,
  "charge": -2,
  "e_homo_ev": 0.7
}